(1)
Computed, not measured: a 15-piece molecular cluster, C52H104O31 overall, with the ωB97M-V functional and the def2-TZVPD basis.

The geometry in XYZ format:
```
187
C52H104O31 the ωB97M-V functional and the def2-TZVPD basis
C -1.8707 -5.2023 -0.2740
C -3.2587 -5.8452 -0.1832
C -3.9156 -5.2238 1.0500
O -3.3019 -3.9638 1.1917
C -2.2321 -3.8230 0.3211
H -1.5057 -5.1916 -1.3010
H -1.1799 -5.7770 0.3430
H -3.2628 -6.9323 -0.2619
H -3.8321 -5.5860 -1.0732
H -3.8219 -5.7410 2.0050
H -4.9411 -5.0246 0.7391
H -1.3461 -3.3644 0.7602
H -2.5097 -3.2874 -0.5867
C -0.0239 6.6111 -0.9931
C 0.6298 7.7234 -1.7755
C 1.6312 6.8540 -2.5655
O 2.0478 5.8909 -1.6080
C 1.2303 5.9082 -0.4885
H -0.7316 5.9901 -1.5422
H -0.6273 6.9780 -0.1628
H 1.0106 8.3975 -1.0082
H -0.0877 8.3547 -2.2995
H 2.4666 7.4870 -2.8647
H 1.2006 6.4599 -3.4861
H 1.7208 6.3334 0.3872
H 1.1311 4.8610 -0.2028
C 0.4302 -1.3195 -6.9895
C 0.1103 -0.3674 -5.8423
C -1.4541 -0.2824 -5.7965
O -1.9877 -1.3042 -6.6224
C -0.9787 -1.7261 -7.5194
H 0.9903 -2.1805 -6.6247
H 0.9692 -0.7656 -7.7582
H 0.4198 0.6730 -5.9411
H 0.4447 -0.7129 -4.8640
H -1.8468 0.6865 -6.1051
H -1.8022 -0.4429 -4.7761
H -1.0492 -1.2203 -8.4823
H -1.1715 -2.7891 -7.6644
C -3.2029 -2.5378 4.4305
C -3.0481 -3.1764 5.7699
C -1.6004 -3.6482 5.7574
O -0.9142 -2.6121 5.0789
C -1.7747 -2.0997 4.1270
H -3.8143 -1.6358 4.4555
H -3.5670 -3.2855 3.7259
H -3.7085 -4.0422 5.8188
H -3.3141 -2.3989 6.4860
H -1.5200 -4.5555 5.1588
H -1.1488 -3.8335 6.7320
H -1.4888 -2.4906 3.1505
H -1.6475 -1.0171 4.1211
C 2.0150 3.5496 6.3466
C 1.0612 2.4767 6.1385
C 1.8042 1.2766 6.7151
O 3.2580 1.6076 6.5781
C 3.3687 2.9913 6.7285
H 1.7044 4.4266 6.9145
H 2.2210 3.9855 5.3690
H 0.8474 2.1279 5.1281
H 0.0994 2.7170 6.5915
H 1.5441 0.2656 6.4017
H 1.6276 1.3480 7.7884
H 4.1473 3.4075 6.0892
H 3.6443 3.2581 7.7488
C 4.2314 -0.5157 3.9361
C 4.9925 0.4066 3.0559
C 4.1185 1.6410 2.9846
O 2.8096 1.1432 2.8722
C 2.7823 -0.1678 3.4719
H 4.3747 -0.2721 4.9888
H 4.4004 -1.5907 3.8744
H 5.2628 0.0743 2.0536
H 5.9745 0.6106 3.4827
H 4.3121 2.3542 2.1833
H 4.1432 2.1812 3.9310
H 2.5537 -0.7835 2.6020
H 2.1220 -0.1273 4.3381
C 0.2930 0.7161 -1.5828
C -0.2338 1.0391 -0.2554
C -0.8203 -0.2940 0.1140
O -1.3692 -0.8459 -1.0352
C -0.7548 -0.2395 -2.1967
H 1.2403 0.1811 -1.6494
H 0.3791 1.6799 -2.0845
H -0.9667 1.8448 -0.2988
H 0.6012 1.2348 0.4173
H -1.6851 -0.0822 0.7427
H -0.1339 -1.0462 0.5027
H -1.3504 0.3008 -2.9326
H -0.1509 -0.9505 -2.7605
C -3.3307 2.4773 7.9903
O -3.4964 2.0695 6.6786
C -3.6949 2.9615 5.7784
O -3.6389 4.1597 5.9633
O -4.0863 2.3568 4.6735
C -4.6164 3.0870 3.5998
H -2.9633 1.7121 8.6741
H -4.2535 2.8859 8.4022
H -2.7067 3.3648 7.8848
H -4.2947 4.1270 3.5443
H -5.7000 3.1341 3.7076
H -4.2981 2.5849 2.6862
C -3.3137 6.1189 0.6663
O -2.6217 4.9241 0.8314
C -1.6329 4.8441 1.6570
O -0.9916 5.8938 1.9177
O -1.2460 3.5885 1.9347
C -0.2091 3.2420 2.9375
H -3.6501 6.3684 1.6727
H -4.2392 5.9777 0.1079
H -2.7503 6.9311 0.2070
H -0.4552 2.3161 3.4573
H -0.0790 4.0546 3.6523
H 0.7245 3.0343 2.4147
C 2.2330 2.1314 -7.6712
O 0.9131 2.5045 -8.0932
C 0.3015 3.4930 -7.5567
O 0.7731 4.4867 -7.0316
O -0.9465 3.2253 -7.6697
C -1.9671 3.8227 -6.7969
H 2.9915 2.8753 -7.9149
H 2.4382 1.1814 -8.1647
H 2.3206 1.7897 -6.6398
H -2.8293 3.1559 -6.7997
H -2.3626 4.7943 -7.0930
H -1.5963 3.9207 -5.7766
C 2.0878 -2.7777 0.3457
O 3.2875 -3.5638 0.5314
C 3.7443 -4.3674 -0.4958
O 3.3522 -4.2757 -1.7116
O 4.6241 -5.2467 0.0362
C 5.3371 -6.0032 -0.9476
H 1.3500 -3.4315 -0.1192
H 2.3477 -1.9574 -0.3234
H 1.8257 -2.3863 1.3287
H 6.2116 -5.4695 -1.3197
H 4.7114 -6.2434 -1.8073
H 5.5841 -6.9762 -0.5230
C 1.7294 -8.7169 3.8410
O 2.2162 -7.4260 3.8127
C 1.4509 -6.3300 4.1445
O 0.3113 -6.2441 4.3434
O 2.2970 -5.1773 4.1001
C 1.7058 -3.9079 4.2445
H 2.3278 -9.6260 3.7819
H 0.9421 -8.8099 3.0929
H 1.2835 -8.8294 4.8293
H 2.3894 -3.0590 4.2518
H 1.2861 -4.0167 5.2445
H 0.9863 -3.6339 3.4729
C 1.3731 -4.9208 -4.3473
O 0.3440 -4.3129 -3.6776
C -0.9949 -4.6842 -3.9897
O -1.3862 -5.7572 -4.4998
O -1.7462 -3.5807 -3.6725
C -3.0796 -3.4929 -4.0761
H 1.7066 -4.2698 -5.1554
H 1.1152 -5.8521 -4.8515
H 2.2341 -5.1029 -3.7042
H -3.1857 -3.6555 -5.1487
H -3.5461 -2.5513 -3.7866
H -3.6300 -4.2620 -3.5343
C -5.2025 1.8377 -5.1340
O -5.2546 1.8956 -3.6933
C -4.1845 2.2365 -3.0245
O -2.9472 2.2584 -3.3990
O -4.6071 2.2424 -1.7427
C -3.6345 2.1328 -0.7444
H -5.0078 0.8550 -5.5635
H -4.5061 2.5882 -5.5082
H -6.1129 2.1641 -5.6366
H -3.0327 3.0287 -0.8974
H -3.0946 1.1949 -0.8742
H -4.0861 2.2618 0.2392
C 5.0919 3.0910 -2.7843
O 4.6617 1.7116 -2.5230
C 4.4223 0.9115 -3.5288
O 4.6856 1.0022 -4.7227
O 3.8220 -0.0795 -3.0254
C 3.6554 -1.2466 -3.7866
H 4.4810 3.5373 -3.5690
H 6.1391 3.0278 -3.0803
H 5.0743 3.6746 -1.8639
H 3.2748 -0.9733 -4.7708
H 3.0055 -2.0151 -3.3680
H 4.6239 -1.7467 -3.7805
```

Output
energy relative to the best compared isomer or geometry (same formula, charge and spin) = 134.67 kcal per mole
electronic energy = -4375.8469 Ha
HOMO-LUMO gap = 9.7 eV
2S+1 = 1
E_HOMO = -9.248 eV

(2)
Computed, not measured: a 12-piece molecular cluster, C52H110N2O10 overall, with the ωB97M-V functional and the def2-TZVPD basis.

The geometry in XYZ format:
```
174
C52H110N2O10 the ωB97M-V functional and the def2-TZVPD basis
C 5.3803 2.3443 -0.4345
C 4.3045 1.2836 -0.6546
C 3.8009 1.6017 -2.0580
O 3.6308 2.9824 -1.8023
C 4.7378 3.6196 -1.1293
H 6.3023 1.9705 -0.8798
H 5.7697 2.4970 0.5720
H 3.4974 1.3999 0.0687
H 4.6820 0.2638 -0.7288
H 2.9608 0.9599 -2.3237
H 4.5732 1.4801 -2.8175
H 4.3246 4.3741 -0.4600
H 5.2614 4.1827 -1.9018
C 3.9732 -1.7651 3.4223
C 5.2712 -1.9587 2.6005
C 5.6123 -0.5205 2.2584
O 4.4500 0.2834 2.4538
C 3.3208 -0.5253 2.8730
H 4.2690 -1.5380 4.4465
H 3.3749 -2.6732 3.3496
H 5.1098 -2.5476 1.6977
H 6.0822 -2.4903 3.0982
H 6.0648 -0.3390 1.2835
H 6.3447 -0.1795 2.9902
H 2.8396 -0.6348 1.9011
H 2.6344 0.0004 3.5368
C -0.3086 3.3897 6.7025
C -0.6588 1.9423 6.6810
C 0.3392 1.4699 5.6816
O 0.6027 2.5397 4.8318
C 0.0503 3.7505 5.2697
H 0.5782 3.5033 7.3259
H -1.1692 3.8744 7.1636
H -1.6578 1.8954 6.2475
H -0.7081 1.3551 7.5980
H -0.0598 0.6298 5.1133
H 1.1469 1.1531 6.3415
H -0.9013 3.8649 4.7506
H 0.5960 4.6920 5.3324
C -5.5918 -0.4177 -0.0434
C -6.9602 -0.5164 0.5814
C -7.3389 -2.0081 0.2526
O -6.1523 -2.6614 0.6374
C -5.1056 -1.7979 0.2496
H -4.9447 0.3269 0.4203
H -5.6391 -0.1150 -1.0894
H -7.6668 0.2452 0.2514
H -6.9293 -0.4154 1.6663
H -7.6455 -2.3033 -0.7509
H -8.1909 -2.4022 0.8067
H -4.6293 -2.0092 -0.7077
H -4.3722 -1.8096 1.0560
C 3.6753 2.4678 4.2213
C 4.1274 3.6268 4.9879
C 4.7540 4.5967 3.9593
O 3.9076 4.4781 2.7993
C 3.3097 3.1732 2.9149
H 2.9297 1.7796 4.6196
H 4.5458 1.8229 4.1017
H 4.8935 3.2651 5.6737
H 3.3058 3.9826 5.6097
H 5.7985 4.3840 3.7314
H 4.7690 5.6764 4.1081
H 3.2525 2.5934 1.9936
H 2.2543 3.4158 3.0390
C 0.4689 1.0469 1.1431
C 0.0566 0.4769 -0.1380
C -1.2893 -0.2420 0.1337
O -1.0322 -0.7268 1.4384
C -0.1300 0.0436 2.1509
H -0.0077 2.0178 1.2781
H 1.5586 1.0744 1.1390
H 0.6860 -0.3008 -0.5706
H 0.0036 1.2916 -0.8602
H -1.4827 -1.1273 -0.4722
H -2.0239 0.5542 0.0128
H 0.6120 -0.7063 2.4253
H -0.6023 0.4116 3.0617
C 1.5661 0.7611 -5.2697
C 0.7000 1.5295 -6.2300
C -0.4750 0.5744 -6.5060
O -0.3260 -0.3901 -5.5051
C 0.6333 -0.1236 -4.4600
H 2.0386 1.4823 -4.6029
H 2.3946 0.2768 -5.7866
H 1.2248 1.9434 -7.0911
H 0.3882 2.4809 -5.7992
H -0.1849 0.1519 -7.4680
H -1.4732 0.9977 -6.3939
H 1.1560 -1.0237 -4.1366
H 0.3249 0.4656 -3.5964
C -4.5002 1.9097 -3.4989
C -3.3260 1.4725 -4.3198
C -2.1420 1.1595 -3.4049
O -2.6863 1.3608 -2.1729
C -3.8464 2.1761 -2.1305
H -5.2879 1.1569 -3.5307
H -5.0322 2.7452 -3.9539
H -3.0176 2.3808 -4.8376
H -3.5813 0.6134 -4.9402
H -1.2560 1.7751 -3.5603
H -1.8298 0.1198 -3.5027
H -3.6934 3.2522 -2.0483
H -4.5028 1.8477 -1.3247
C 1.0184 5.1113 -0.9402
C -0.4413 4.8516 -1.3380
C -1.0448 4.5372 0.0243
O -0.3129 5.3522 0.9641
C 0.9880 5.6168 0.4517
H 1.5017 5.8219 -1.6107
H 1.6801 4.2491 -1.0225
H -0.5118 3.9078 -1.8786
H -0.8371 5.7420 -1.8265
H -1.0190 3.4650 0.2189
H -2.1121 4.7517 -0.0302
H 1.8038 5.1886 1.0341
H 1.0497 6.7010 0.3581
C -4.6270 2.3565 3.9938
C -3.3501 1.7328 3.3902
C -3.4833 0.2441 3.6499
O -4.8619 0.0360 3.9713
C -5.6760 1.1820 3.7535
H -4.9199 3.2904 3.5140
H -4.5969 2.5042 5.0733
H -2.4090 2.1964 3.6859
H -3.3856 1.9968 2.3333
H -2.7914 0.0368 4.4662
H -3.2080 -0.3990 2.8141
H -6.4745 1.0985 4.4908
H -6.2189 1.2327 2.8097
C -4.3421 -2.3737 -3.9049
C -2.8198 -2.7206 -3.6795
N -2.5479 -4.2101 -3.6850
C -3.0834 -4.9245 -2.5173
C -3.1397 -6.4748 -2.6694
C -1.0979 -4.3969 -3.8418
C -0.5131 -4.3073 -5.2062
H -5.0159 -2.6984 -3.1120
H -4.7208 -2.7933 -4.8369
H -4.3795 -1.2938 -4.0477
H -2.1268 -2.2785 -4.3953
H -2.4321 -2.3050 -2.7494
H -4.0738 -4.5191 -2.3105
H -2.5896 -4.7758 -1.5570
H -3.9162 -6.9253 -2.0512
H -2.1098 -6.8068 -2.5380
H -3.4634 -6.8158 -3.6527
H -0.5957 -3.6237 -3.2605
H -0.6849 -5.3560 -3.5291
H -0.8271 -5.0115 -5.9766
H -0.5931 -3.3636 -5.7459
H 0.5534 -4.5099 -5.1080
C 0.9714 -3.3489 0.2264
C 2.4704 -3.4783 0.0472
N 2.8024 -4.7593 -0.5931
C 2.8872 -5.7929 0.5395
C 2.9292 -7.2496 -0.0245
C 3.9411 -4.6134 -1.4622
C 3.7131 -3.6221 -2.5965
H 0.6125 -2.3504 -0.0231
H 0.5699 -3.4894 1.2300
H 0.4155 -4.0268 -0.4213
H 2.8555 -2.5954 -0.4629
H 2.8681 -3.3417 1.0528
H 3.7881 -5.5171 1.0877
H 2.1415 -5.6230 1.3161
H 2.8760 -8.0929 0.6641
H 2.1392 -7.4034 -0.7596
H 3.9155 -7.3847 -0.4686
H 4.1446 -5.5886 -1.9044
H 4.8143 -4.3238 -0.8776
H 3.5162 -2.5845 -2.3267
H 2.8991 -4.0281 -3.1971
H 4.6262 -3.5253 -3.1838
```

Output
energy relative to the best compared isomer or geometry (same formula, charge and spin) = 72.86 kcal per mole
electronic energy = -2908.5102 Ha
charge = +1
HOMO-LUMO gap (alpha / beta) = 8.0 / 3.0 eV
2S+1 = 2
E_HOMO (alpha / beta) = -10.274 / -10.255 eV